1.
Molecular formula: C23H53BBrI2N2O10P2S
Method: DFT, ωB97M-V/def2-TZVPD

## Properties
- E_LUMO: -0.145 Ha
- Charge: +1
- Orbital gap: 7.03 eV

Structure (XYZ):
```
95
Properties=species:S:1:pos:R:3:lowdin_charge:R:1
C 3.95 -2.30 2.73 -0.079
C 2.97 -1.12 2.85 -0.325
C 3.43 0.05 1.96 -0.670
I 3.99 1.78 3.11 0.995
C 2.56 0.42 0.71 -0.429
P 0.97 1.27 1.24 0.251
O -0.17 0.97 0.16 -0.266
O 1.32 2.81 1.05 -0.206
S 0.34 0.91 3.03 0.392
O 3.36 1.49 0.13 -0.291
C 3.61 1.65 -1.23 -0.762
I 5.68 2.37 -1.24 1.134
P 2.68 3.17 -1.83 0.370
O 3.01 4.28 -0.95 -0.259
O 1.12 2.85 -1.89 -0.177
O 3.06 3.46 -3.34 -0.111
C 3.67 0.36 -2.05 -0.249
B 3.92 0.44 -3.65 -0.686
N 3.35 -0.55 -4.49 0.199
O 4.71 1.41 -4.21 0.082
N 2.51 -0.55 -1.67 -0.358
Br 0.86 -0.12 -2.47 1.118
C 2.51 -0.83 -0.18 -0.220
C 1.60 -2.03 0.15 -0.122
C 0.20 -1.94 0.74 -0.204
C -1.00 -2.04 -0.21 -0.222
C -2.18 -2.74 0.47 -0.182
C -3.15 -1.76 1.16 -0.185
C -4.43 -1.52 0.38 -0.214
C -4.31 -0.72 -0.90 -0.186
C -3.83 0.75 -0.80 -0.171
C -4.13 1.47 0.50 -0.220
O -4.34 2.86 0.31 -0.171
C -3.16 3.59 0.13 -0.116
H 4.94 -1.93 2.95 0.085
H 3.71 -3.09 3.44 0.082
H 4.00 -2.70 1.72 0.060
H 3.04 -0.80 3.88 0.077
H 1.94 -1.40 2.69 0.060
H 4.39 -0.22 1.51 0.071
H -0.51 1.79 -0.23 0.059
H 0.48 3.29 1.12 0.099
H 0.74 3.16 -2.73 0.075
H 3.56 4.29 -3.33 0.115
H 4.54 -0.19 -1.69 0.128
H 3.33 -1.51 -4.16 0.086
H 3.72 -0.52 -5.43 0.106
H 5.53 1.01 -4.51 0.125
H 2.77 -1.46 -2.06 0.120
H 3.52 -1.23 -0.08 0.149
H 1.53 -2.62 -0.77 0.120
H 2.19 -2.66 0.80 0.097
H 0.10 -2.82 1.37 0.113
H 0.04 -1.11 1.43 0.027
H -1.32 -1.07 -0.58 0.062
H -0.69 -2.63 -1.08 0.100
H -2.75 -3.26 -0.31 0.108
H -1.83 -3.51 1.15 0.105
H -3.41 -2.14 2.14 0.110
H -2.61 -0.82 1.30 0.095
H -4.83 -2.49 0.10 0.113
H -5.17 -1.09 1.05 0.105
H -3.68 -1.23 -1.62 0.104
H -5.30 -0.69 -1.36 0.113
H -4.35 1.31 -1.58 0.114
H -2.77 0.79 -1.06 0.076
H -5.04 1.10 0.95 0.126
H -3.32 1.32 1.22 0.115
H -3.43 4.61 -0.13 0.094
H -2.55 3.61 1.03 0.089
H -2.59 3.19 -0.72 0.066
C -0.28 -3.30 5.04 -0.063
C -0.54 -2.62 6.38 -0.495
C -2.03 -2.39 6.60 -0.058
O 0.17 -1.39 6.46 -0.055
H -0.63 -2.66 4.22 0.067
H 0.79 -3.46 4.90 0.072
H -0.79 -4.26 4.97 0.080
H -0.15 -3.24 7.18 0.139
H -2.43 -1.73 5.82 0.079
H -2.20 -1.90 7.56 0.082
H -2.59 -3.32 6.57 0.081
H -0.16 -0.83 5.75 0.060
C -3.04 2.51 -4.88 -0.043
C -1.77 1.97 -4.25 -0.504
C -0.55 2.24 -5.13 -0.058
O -1.91 0.56 -4.01 -0.090
H -3.23 2.03 -5.85 0.090
H -3.90 2.31 -4.25 0.080
H -2.98 3.59 -5.04 0.089
H -1.63 2.42 -3.27 0.120
H -0.66 1.76 -6.10 0.092
H 0.36 1.85 -4.67 0.038
H -0.42 3.31 -5.29 0.092
H -2.05 0.12 -4.86 0.097
```

2.
Molecular formula: C3H6N2O
Method: DFT, ωB97M-V/def2-TZVPD

## Properties
- E_LUMO (alpha / beta): 0.011 / 0.011 Ha
- Charge: 0
- Orbital gap (alpha / beta): 7.28 / 7.28 eV

Structure (XYZ):
```
12
Properties=species:S:1:pos:R:3:lowdin_charge:R:1
N 1.63 0.15 -0.54 0.176
C 0.53 0.11 0.26 -0.415
O 0.70 -0.06 1.50 -0.091
C -0.81 0.25 -0.29 -0.119
C -1.17 -0.20 -1.49 0.043
N -0.50 -0.48 2.19 -0.038
H 2.53 0.16 -0.07 0.116
H 1.56 0.67 -1.40 0.109
H -1.51 0.72 0.41 0.103
H -0.50 -0.79 -2.10 0.065
H -2.18 -0.04 -1.87 0.062
H -0.24 -0.16 3.12 -0.012
```

3.
Molecular formula: C7H8O2
Method: DFT, ωB97M-V/def2-TZVPD

## Properties
- SMILES string: C#CC(=O)/C(=C\C)OC
- E_LUMO: -0.013 Ha
- Charge: 0
- Orbital gap: 8.92 eV

Structure (XYZ):
```
17
Properties=species:S:1:pos:R:3:lowdin_charge:R:1
C -1.96 -0.92 0.79 -0.075
C -0.04 0.13 -0.04 -0.259
C 0.48 -1.07 -0.40 -0.103
C 1.74 -1.38 -1.09 -0.106
C 0.77 1.33 -0.33 -0.293
C 0.15 2.56 0.33 -0.013
C -0.49 3.45 0.95 0.133
H -3.12 -0.54 0.91 0.148
H -1.83 -1.57 -0.15 0.088
H -1.42 -1.51 1.64 0.119
H 0.08 -2.03 -0.07 0.093
H 1.76 -2.49 -1.39 0.095
H 1.76 -0.72 -1.96 0.076
H 2.66 -1.31 -0.37 0.128
H -1.10 4.12 1.57 0.038
O -1.24 0.34 0.60 -0.126
O 1.80 1.61 -0.99 0.055
```

4.
Molecular formula: C34H63N4O15V
Method: DFT, ωB97M-V/def2-TZVPD

## Properties
- Spin multiplicity: 4
- <S²>: 3.76
- E_LUMO (alpha / beta): -0.175 / -0.174 Ha
- Charge: +1
- Orbital gap (alpha / beta): 6.46 / 6.48 eV

Structure (XYZ):
```
117
Properties=species:S:1:pos:R:3:lowdin_spin:R:1
V -1.03 1.24 -4.14 2.912
C -0.48 0.32 0.36 0.000
C -0.08 -0.33 -1.01 0.001
O -0.41 0.49 -2.11 0.029
H -1.56 0.20 0.48 0.000
H -0.27 1.38 0.41 0.000
H -0.04 -0.31 1.13 0.000
H -0.51 -1.32 -1.09 0.000
H 0.99 -0.55 -0.95 0.001
C -3.76 -2.13 0.56 0.000
C -4.76 -1.01 0.46 0.000
O -5.96 -1.24 0.44 0.000
N -4.24 0.24 0.36 0.000
C -5.07 1.47 0.38 0.000
H -4.23 -3.11 0.62 0.000
H -3.25 -1.94 1.50 0.000
H -3.07 -2.12 -0.29 0.000
H -3.26 0.26 0.14 0.000
H -6.15 1.37 0.37 0.000
H -4.87 2.10 -0.48 0.000
H -4.67 2.10 1.18 0.000
C -1.82 5.40 -3.77 0.001
C -1.92 4.24 -2.83 0.004
O -1.75 3.17 -3.20 0.023
N -2.13 4.50 -1.52 0.005
C -2.27 3.49 -0.50 0.000
H -1.44 6.30 -3.28 0.000
H -2.76 5.57 -4.31 0.000
H -1.12 5.15 -4.57 0.000
H -2.02 5.44 -1.17 0.000
H -2.40 2.51 -0.97 0.000
H -3.19 3.65 0.06 0.000
H -1.40 3.44 0.15 0.000
C 3.76 3.91 0.74 0.000
C 2.64 2.92 0.38 0.000
O 2.45 2.04 1.14 0.000
N 1.89 3.06 -0.71 0.000
C 1.79 4.20 -1.57 0.000
H 3.72 4.84 0.16 0.000
H 4.66 3.33 0.55 0.000
H 3.67 4.15 1.80 0.000
H 1.29 2.30 -0.99 0.000
H 2.62 4.27 -2.28 0.000
H 1.91 5.11 -0.98 0.000
H 0.80 4.13 -2.01 0.000
C 1.86 0.69 3.94 0.000
C 0.42 1.10 4.01 0.000
O -0.37 0.70 4.83 0.000
N 0.13 2.04 3.09 0.000
C -1.13 2.76 3.08 0.000
H 1.95 -0.24 4.49 0.000
H 2.32 1.44 4.59 0.000
H 2.39 0.58 3.00 0.000
H 0.89 2.29 2.47 0.000
H -1.87 2.17 2.52 0.000
H -0.96 3.68 2.52 0.000
H -1.52 2.91 4.09 0.000
O 5.73 -0.65 -5.13 0.000
C 5.10 -0.01 -4.32 0.000
O 3.93 -0.39 -3.82 0.000
C 3.38 0.52 -2.82 0.001
C 4.32 1.77 -2.81 0.000
C 5.44 1.37 -3.76 0.000
H 3.38 0.04 -1.84 0.000
H 2.39 0.90 -3.05 0.001
H 4.69 1.97 -1.81 0.000
H 3.82 2.62 -3.28 0.000
H 6.39 1.25 -3.24 0.000
H 5.47 2.08 -4.59 0.000
O -1.44 -0.89 -4.76 0.013
C -1.48 -2.00 -4.19 0.005
O -2.59 -2.36 -3.54 0.002
C -2.42 -3.65 -2.92 0.000
C -0.93 -3.84 -2.82 0.000
C -0.38 -3.05 -4.03 0.000
H -2.82 -4.51 -3.46 0.000
H -2.94 -3.51 -1.98 0.000
H -0.70 -4.91 -2.83 0.000
H -0.60 -3.46 -1.85 0.000
H -0.29 -3.60 -4.96 0.000
H 0.56 -2.55 -3.82 0.000
O -5.98 -1.84 5.67 0.000
C -5.01 -1.17 5.27 0.000
O -4.59 -0.08 5.91 0.000
C -3.40 0.41 5.21 0.000
C -3.68 -0.10 3.76 0.000
C -4.19 -1.50 4.05 0.000
H -2.49 0.10 5.73 0.000
H -3.31 1.49 5.14 0.000
H -2.80 0.01 3.13 0.000
H -4.44 0.56 3.36 0.000
H -3.44 -2.23 4.37 0.000
H -4.90 -1.88 3.31 0.000
O 1.62 -5.05 -0.54 0.000
C 0.85 -4.97 0.42 0.000
O 0.36 -6.09 0.94 0.000
C -0.67 -5.85 1.88 0.000
C -1.18 -4.47 1.40 0.000
C 0.13 -3.76 1.01 0.000
H -0.41 -5.80 2.93 0.000
H -1.49 -6.56 1.75 0.000
H -1.71 -4.03 2.25 0.000
H -1.93 -4.53 0.61 0.000
H 0.74 -3.38 1.84 0.000
H 0.02 -2.92 0.31 0.000
O 7.06 -1.91 -1.54 0.000
C 6.10 -1.83 -0.81 0.000
O 5.49 -0.67 -0.45 0.000
C 4.52 -0.85 0.61 0.000
C 4.09 -2.32 0.37 0.000
C 5.35 -2.97 -0.23 0.000
H 3.65 -0.19 0.64 0.000
H 5.04 -0.76 1.57 0.000
H 3.19 -2.35 -0.25 0.000
H 3.83 -2.73 1.35 0.000
H 5.12 -3.70 -1.00 0.000
H 6.04 -3.51 0.42 0.000
```

5.
Molecular formula: C59H50ClGeO5P2Ti
Method: DFT, ωB97M-V/def2-TZVPD

## Properties
- Spin multiplicity: 3
- <S²>: 2.01
- E_LUMO (alpha / beta): 0.071 / 0.071 Ha
- Charge: -1
- Orbital gap (alpha / beta): 3.39 / 6.72 eV

Structure (XYZ):
```
119
Properties=species:S:1:pos:R:3:lowdin_spin:R:1
Ti 0.33 -1.65 0.10 0.978
C 8.22 -0.97 -0.07 0.000
C 7.94 -1.96 -1.00 0.000
C 6.64 -2.30 -1.31 0.000
C 5.59 -1.62 -0.73 0.000
C 5.83 -0.69 0.29 0.000
C 7.17 -0.37 0.62 0.000
P 3.81 -1.81 -1.17 0.002
C 3.88 -3.20 -2.34 0.000
C 3.12 -4.32 -2.15 0.000
C 2.84 -5.17 -3.24 0.000
C 3.34 -4.89 -4.50 0.000
C 4.25 -3.82 -4.66 0.000
C 4.47 -2.96 -3.58 0.000
C 3.18 -2.52 0.37 0.006
C 4.01 -3.46 1.00 -0.002
C 3.81 -3.89 2.32 0.010
C 2.70 -3.39 3.04 -0.001
C 1.84 -2.53 2.38 0.012
C 2.00 -2.19 1.04 -0.011
H 9.27 -0.70 0.21 0.000
H 8.78 -2.37 -1.56 0.000
H 6.45 -3.09 -2.03 0.000
H 5.00 -0.20 0.76 0.000
H 7.37 0.36 1.40 0.000
H 2.70 -4.58 -1.19 0.000
H 2.18 -6.00 -3.06 0.000
H 2.95 -5.39 -5.38 0.000
H 4.75 -3.59 -5.59 0.000
H 5.07 -2.04 -3.70 0.000
H 4.85 -3.83 0.44 0.000
H 4.47 -4.64 2.70 0.000
H 2.55 -3.66 4.09 0.000
H 0.98 -2.14 2.91 0.004
O -1.67 -0.96 -0.72 0.005
P -3.15 -0.81 -1.04 0.005
C -4.21 0.02 0.20 0.001
C -4.76 -0.78 1.18 0.001
C -5.69 -0.26 2.05 0.000
C -5.98 1.10 2.02 0.000
C -5.34 1.91 1.10 0.000
C -4.45 1.37 0.18 0.000
C -3.47 0.21 -2.49 0.001
C -4.77 0.51 -2.88 0.001
C -5.01 1.02 -4.15 0.000
C -3.96 1.30 -4.99 0.001
C -2.64 1.03 -4.62 0.000
C -2.41 0.57 -3.33 0.001
C -3.98 -2.36 -1.49 0.014
C -5.37 -2.62 -1.40 0.003
C -5.88 -3.84 -1.84 0.008
C -5.05 -4.84 -2.36 0.008
C -3.68 -4.56 -2.54 0.007
C -3.17 -3.33 -2.09 0.011
H -4.45 -1.83 1.25 0.000
H -6.25 -0.96 2.68 0.000
H -6.68 1.50 2.75 0.000
H -5.66 2.94 0.98 0.000
H -3.94 2.03 -0.53 0.000
H -5.63 0.25 -2.25 0.000
H -6.05 1.26 -4.38 0.000
H -4.13 1.63 -6.01 0.000
H -1.78 1.18 -5.29 0.000
H -1.39 0.50 -2.94 0.000
H -6.05 -1.84 -1.03 0.000
H -6.96 -4.00 -1.85 0.001
H -5.52 -5.76 -2.72 0.000
H -3.07 -5.31 -3.01 0.000
H -2.10 -3.09 -2.25 0.005
O 2.42 0.60 0.82 0.007
C 1.80 0.82 -0.21 0.006
O 1.12 -0.14 -0.86 0.013
C 1.65 2.27 -0.83 0.000
C 2.02 3.33 0.25 0.000
Ge 0.55 3.66 1.53 0.000
C -0.87 4.30 0.33 0.000
C -2.23 4.32 0.71 0.000
C -3.18 5.03 -0.03 0.000
C -2.79 5.72 -1.19 0.000
C -1.46 5.74 -1.57 0.000
C -0.48 5.06 -0.80 0.000
C 0.87 5.05 2.81 0.000
C -0.10 5.31 3.82 0.000
C 0.09 6.17 4.87 0.000
C 1.35 6.78 4.96 0.000
C 2.31 6.63 3.96 0.000
C 2.08 5.79 2.90 0.000
C 0.09 2.19 2.64 0.000
C 0.51 2.16 3.97 0.002
C 0.22 1.05 4.77 0.000
C -0.63 0.02 4.30 0.001
C -1.11 0.08 3.00 0.004
C -0.70 1.13 2.15 0.003
H 0.59 2.35 -1.15 0.000
H 2.24 2.28 -1.77 0.000
H 2.30 4.30 -0.20 0.000
H 2.84 2.94 0.87 0.000
H -2.52 3.77 1.61 0.000
H -4.21 5.00 0.31 0.000
H -3.52 6.19 -1.79 0.000
H -1.12 6.27 -2.43 0.000
H 0.56 5.10 -1.12 0.000
H -1.08 4.82 3.75 0.000
H -0.67 6.30 5.62 0.000
H 1.64 7.36 5.85 0.000
H 3.25 7.18 3.99 0.000
H 2.84 5.73 2.12 0.000
H 1.08 2.98 4.43 0.000
H 0.65 0.99 5.75 0.000
H -0.94 -0.78 4.96 0.000
H -1.75 -0.69 2.59 0.002
H -1.01 1.11 1.12 0.000
Cl 0.93 -6.33 0.74 0.266
C -0.72 -5.43 0.01 0.186
C -0.40 -3.93 -0.06 0.243
O -0.67 -3.18 0.96 0.099
O 0.38 -3.40 -0.97 0.079
H -1.42 -5.72 0.84 0.005
H -0.80 -5.92 -0.97 0.008
```

6.
Molecular formula: C2H12O3S2
Method: DFT, ωB97M-V/def2-TZVPD

## Properties
- SMILES string: CCSS.O.O.O
- E_LUMO: 0.007 Ha
- Charge: 0
- Orbital gap: 8.27 eV

Structure (XYZ):
```
19
Properties=species:S:1:pos:R:3:lowdin_charge:R:1
C -0.80 -1.34 -0.54 -0.165
C 0.34 -1.35 -1.57 -0.591
S 0.13 -0.07 -2.85 0.423
S 1.07 1.66 -2.09 0.288
H -0.87 -0.37 -0.07 0.031
H -1.68 -1.69 -1.09 0.072
H -0.64 -2.11 0.21 0.063
H 1.28 -1.08 -1.08 0.055
H 0.41 -2.31 -2.06 0.062
H 0.88 2.25 -3.30 -0.186
H 0.77 1.88 1.25 0.004
H 1.57 1.08 2.34 0.061
O 0.71 1.32 2.00 -0.032
H -1.26 1.70 0.89 0.005
H -1.25 2.69 -0.36 0.024
O -1.62 1.88 0.02 -0.080
H 0.38 -0.71 2.45 -0.018
H -0.10 -1.86 3.17 0.031
O 0.66 -1.59 2.67 -0.045
```

Among the records above, which one has the lowest charge? C59H50ClGeO5P2Ti

Which formula does entry 5 have? C59H50ClGeO5P2Ti

Which of these has the lowest charge? C59H50ClGeO5P2Ti